Entry 1:
{"formula": "C24H56N8O12SY", "method": "ωB97M-V/def2-TZVPD", "species": ["Y", "S", "O", "O", "O", "O", "C", "C", "O", "N", "C", "H", "H", "H", "H", "H", "H", "H", "C", "C", "O", "N", "C", "H", "H", "H", "H", "H", "H", "H", "C", "C", "O", "N", "C", "H", "H", "H", "H", "H", "H", "H", "C", "C", "O", "N", "C", "H", "H", "H", "H", "H", "H", "H", "C", "C", "O", "N", "C", "H", "H", "H", "H", "H", "H", "H", "C", "C", "O", "N", "C", "H", "H", "H", "H", "H", "H", "H", "C", "C", "O", "N", "C", "H", "H", "H", "H", "H", "H", "H", "C", "C", "O", "N", "C", "H", "H", "H", "H", "H", "H", "H"], "xyz": [[-0.3838, 1.9378, 1.2992], [-0.2096, -0.4324, -0.3185], [-0.5666, -0.5889, -1.7199], [0.3464, -1.6409, 0.2512], [0.7048, 0.7515, -0.1849], [-1.3337, 0.0461, 0.5181], [3.1252, -0.2838, 2.1843], [2.7175, 1.0080, 2.8537], [1.6658, 1.5675, 2.5150], [3.4906, 1.4367, 3.8559], [3.4767, 2.8164, 4.3318], [3.8336, 0.0196, 1.4026], [2.2925, -0.7401, 1.6532], [3.6922, -0.9555, 2.8252], [4.0674, 0.7724, 4.3425], [4.3173, 3.3014, 3.8251], [3.6640, 2.9111, 5.3979], [2.5749, 3.3431, 4.0385], [-2.8067, 0.4813, -4.8027], [-1.7926, 1.6166, -4.7362], [-1.7548, 2.4561, -5.6153], [-0.9834, 1.6016, -3.6536], [0.1150, 2.5297, -3.4892], [-2.9041, -0.0516, -3.8565], [-2.4884, -0.2242, -5.5699], [-3.7519, 0.9140, -5.1214], [-1.0962, 0.9113, -2.9275], [0.2467, 2.8008, -2.4350], [-0.0676, 3.4386, -4.0551], [1.0521, 2.0249, -3.7454], [0.0413, -4.9767, 1.6570], [0.8328, -5.3054, 0.4117], [1.1671, -6.4666, 0.2012], [1.0877, -4.2813, -0.4192], [1.7544, -4.5135, -1.6881], [0.4631, -5.5391, 2.4864], [-1.0217, -5.1819, 1.5584], [0.1704, -3.9041, 1.8438], [0.9722, -3.3180, -0.1097], [1.8986, -5.5792, -1.8300], [2.6937, -3.9721, -1.8031], [1.1313, -4.1553, -2.5137], [3.2645, -1.2697, -2.0072], [2.7701, -1.3803, -3.4236], [3.5669, -1.6556, -4.3125], [1.4542, -1.2390, -3.6313], [0.8365, -1.3052, -4.9517], [2.5089, -1.3331, -1.2210], [3.8383, -0.3438, -1.9039], [4.0183, -2.0145, -1.7484], [0.8066, -1.0284, -2.8721], [-0.1395, -1.7885, -4.9128], [1.4345, -1.9191, -5.6192], [0.6963, -0.2829, -5.3024], [-4.8744, 2.0802, 0.6053], [-3.9999, 2.0242, 1.8208], [-2.7773, 1.8320, 1.7083], [-4.5739, 2.2415, 2.9984], [-3.8585, 2.2232, 4.2554], [-4.6014, 3.0144, 0.1033], [-5.9459, 2.0764, 0.7797], [-4.5855, 1.3046, -0.1029], [-5.5722, 2.3632, 3.0085], [-2.9291, 2.7913, 4.2671], [-3.6014, 1.1970, 4.5222], [-4.4704, 2.6476, 5.0477], [-3.7649, -1.6758, -1.0585], [-3.4219, -2.8936, -1.8942], [-4.1614, -3.8631, -1.9386], [-2.2090, -2.8574, -2.4992], [-1.8111, -4.0227, -3.2873], [-3.4211, -0.7714, -1.5743], [-3.2303, -1.6214, -0.1107], [-4.8399, -1.6156, -0.9104], [-1.5146, -2.1624, -2.2294], [-1.0519, -3.7604, -4.0198], [-2.6910, -4.4534, -3.7515], [-1.3749, -4.7442, -2.5889], [-0.4528, -1.6068, 3.9206], [-0.5436, -0.1210, 4.1722], [-0.8163, 0.6600, 3.2470], [-0.1793, 0.3112, 5.3835], [-0.0253, 1.7193, 5.6840], [0.5416, -1.9608, 4.1869], [-0.6424, -1.7809, 2.8631], [-1.2062, -2.1536, 4.4894], [-0.0805, -0.3940, 6.0947], [-0.7242, 2.3539, 5.1505], [0.9746, 2.0671, 5.4134], [-0.0687, 1.8738, 6.7604], [1.8456, 5.5946, -0.2588], [2.0648, 4.1014, -0.2180], [1.2207, 3.3542, 0.3100], [3.1445, 3.6347, -0.8209], [3.3641, 2.2088, -1.0451], [2.7839, 6.1343, -0.3815], [1.4000, 5.9321, 0.6742], [1.1825, 5.8188, -1.0938], [3.7631, 4.3020, -1.2500], [2.7025, 1.8598, -1.8389], [3.1706, 1.6662, -0.1260], [4.3730, 2.0544, -1.4199]], "forces_ev_per_a": [[0.30, -1.94, 0.41], [0.13, -1.32, -0.54], [-0.29, 0.19, 0.13], [0.34, 0.44, 0.20], [1.16, 0.70, 0.01], [-1.20, 0.54, 0.43], [0.39, 0.69, -0.44], [-0.52, -1.79, 0.30], [-0.19, 1.15, -0.27], [-0.60, 0.56, 0.32], [0.85, 0.22, -0.49], [0.00, -0.07, 0.00], [-0.10, -0.18, 0.30], [-0.24, -0.11, 0.13], [0.34, 0.00, -0.38], [-0.13, 0.29, 0.18], [-0.24, -0.27, 0.07], [-0.17, -0.23, 0.09], [0.31, 0.26, 0.13], [-0.81, -0.48, -0.30], [0.41, 0.22, 0.09], [0.26, 0.50, 0.51], [0.16, -0.34, 0.44], [-0.09, -0.04, -0.04], [0.02, 0.00, 0.00], [-0.08, -0.10, 0.07], [-0.03, -0.28, -0.24], [-0.31, -0.01, 0.05], [0.16, -0.14, -0.26], [0.08, 0.33, -0.43], [0.58, 0.96, 0.12], [-0.33, -1.31, 0.38], [-0.06, 0.43, -0.18], [0.62, 0.43, -0.42], [-0.35, 0.29, -0.52], [-0.13, -0.09, 0.01], [0.03, -0.17, -0.18], [-0.24, -0.06, 0.24], [-0.30, -0.56, -0.19], [0.15, -0.02, 0.15], [0.15, -0.18, 0.35], [-0.12, -0.04, 0.07], [0.42, 0.33, 0.99], [0.75, -1.01, -0.39], [-0.18, 0.34, 0.01], [-1.11, 0.03, 0.11], [0.15, 0.01, 0.26], [-0.19, 0.24, -0.20], [-0.30, 0.18, -0.04], [-0.16, -0.32, -0.54], [0.58, -0.09, -0.14], [-0.08, 0.09, 0.35], [0.27, 0.34, -0.07], [0.06, -0.12, -0.51], [0.46, 0.31, -0.47], [-0.22, -0.01, -0.33], [0.72, 1.01, 0.10], [0.13, 0.16, 0.06], [0.14, -0.32, 0.61], [-0.20, 0.04, 0.01], [0.02, -0.08, 0.16], [-0.07, -0.20, 0.20], [-0.01, -0.01, 0.07], [-0.06, 0.11, -0.53], [-0.02, 0.00, 0.05], [-0.21, -0.09, -0.13], [0.23, 0.79, -0.45], [0.30, -0.18, 0.96], [-0.11, 0.22, -0.31], [-0.14, -0.08, -0.64], [0.39, 0.12, 0.98], [-0.17, -0.02, -0.09], [-0.09, -0.46, 0.13], [0.02, -0.14, 0.09], [-0.48, -0.21, -0.19], [-0.08, 0.13, -0.10], [0.04, -0.02, -0.09], [-0.05, -0.31, -0.33], [-0.51, 0.26, -0.16], [0.74, -0.42, -0.48], [0.16, 0.70, 0.17], [-0.56, 0.12, -0.45], [0.85, 0.19, 0.54], [-0.02, -0.09, 0.04], [0.09, -0.02, -0.01], [0.10, -0.02, 0.11], [0.15, 0.17, 0.15], [-0.33, -0.21, 0.11], [0.03, -0.13, -0.24], [-0.43, -0.01, -0.04], [0.37, -0.17, 0.27], [-0.03, 0.79, -0.32], [-0.88, -0.20, 0.53], [-0.11, -0.18, 0.12], [0.02, 0.14, -0.50], [-0.04, 0.01, -0.17], [-0.17, -0.06, -0.06], [-0.04, 0.06, 0.03], [0.01, 0.00, -0.04], [-0.19, -0.13, 0.25], [0.01, -0.14, -0.10], [0.12, 0.07, 0.32]], "mulliken_charge": [1.63, -0.59, 0.45, -0.24, -0.25, 0.11, -0.93, 0.52, -0.09, -0.15, -0.97, 0.37, -0.15, 0.54, 0.27, 0.33, 0.34, 0.30, -0.62, 0.80, -0.70, 0.13, -0.89, -0.08, 0.21, 0.39, -0.35, 0.05, 0.45, 0.22, -0.57, 0.80, -0.71, 0.20, -0.94, 0.36, 0.26, -0.17, 0.10, 0.45, 0.26, 0.15, -0.76, 0.79, -0.72, 0.66, -0.98, 0.03, 0.07, 0.55, -0.50, 0.15, 0.38, 0.29, -0.98, 0.54, -0.57, -0.17, -0.70, 0.29, 0.42, 0.10, 0.25, 0.11, 0.25, 0.41, -0.36, 0.52, -0.69, 0.34, -1.07, -0.08, 0.06, 0.47, -0.36, 0.31, 0.41, 0.27, -1.09, 0.41, 0.13, -0.13, -0.46, 0.47, -0.07, 0.49, 0.26, -0.01, 0.03, 0.44, -1.37, 0.58, -0.87, -0.10, -0.60, 0.44, 0.30, 0.31, 0.27, 0.19, -0.10, 0.44], "homo_lumo_gap_ha": 0.2482, "max_force_ev_per_a": 2.00, "energy_ev": -74169.740, "total_charge": 1, "de_lowest_kj_mol": 0.0}

=====

Entry 2:
{"formula": "C19H27ClN2PbSe", "method": "ωB97M-V/def2-TZVPD", "species": ["C", "C", "C", "C", "Cl", "H", "H", "H", "H", "H", "H", "H", "H", "H", "C", "C", "C", "H", "C", "C", "H", "H", "H", "H", "C", "C", "C", "H", "C", "C", "H", "H", "H", "H", "Pb", "C", "N", "C", "C", "N", "C", "C", "Se", "H", "H", "H", "H", "H", "H", "H", "H"], "xyz": [[0.1094, 0.4686, -6.0338], [1.4608, 0.9943, -6.0717], [-0.1287, -0.9285, -6.3138], [-0.9801, 1.4241, -6.0877], [0.0465, 0.2335, -2.9246], [-0.1219, -0.9670, -7.4132], [-1.0991, -1.2993, -5.9689], [0.6581, -1.5972, -5.9492], [1.6656, 1.1883, -7.1374], [2.2255, 0.2992, -5.7085], [1.5498, 1.9494, -5.5404], [-1.0856, 1.6749, -7.1559], [-0.7450, 2.3529, -5.5534], [-1.9444, 1.0378, -5.7399], [1.4656, -1.7630, 1.5609], [0.8113, -2.6347, 0.6394], [1.2741, -2.3425, -0.6596], [0.1149, -3.4470, 0.8910], [2.2594, -1.3139, -0.5665], [2.4057, -0.9776, 0.8181], [3.1375, -0.2901, 1.2570], [1.3160, -1.7310, 2.6437], [0.9547, -2.8365, -1.5897], [2.8050, -0.9129, -1.4188], [-2.5546, 0.6621, 1.0670], [-2.2032, -0.5373, 1.7620], [-2.2759, -1.6165, 0.8221], [-1.9722, -0.6284, 2.8249], [-2.5890, -1.0736, -0.4489], [-2.7741, 0.3359, -0.3030], [-3.0544, 1.0014, -1.1197], [-2.6775, 1.6516, 1.5256], [-2.1681, -2.6825, 1.0367], [-2.6892, -1.6354, -1.3889], [0.2739, 0.8503, -0.5508], [2.7600, 0.2892, 4.2551], [1.3652, 0.3814, 4.6226], [0.8267, 0.0186, 5.8448], [-0.4499, 0.4774, 5.8819], [-0.6823, 1.1236, 4.6754], [-1.8398, 1.9517, 4.3783], [0.4611, 1.1268, 3.9120], [0.8728, 2.3033, 2.5425], [3.3586, 0.5273, 5.1376], [2.9559, 1.0102, 3.4509], [2.9821, -0.7135, 3.8787], [1.4242, -0.4089, 6.6252], [-1.1535, 0.5310, 6.6969], [-2.6532, 1.3350, 3.9644], [-2.1512, 2.4405, 5.3134], [-1.5474, 2.6971, 3.6166]], "forces_ev_per_a": [[0.06, 0.26, -0.74], [0.78, 0.22, 0.81], [-0.17, -0.93, 0.75], [-0.68, 0.48, 0.81], [-0.12, -0.23, -1.38], [-0.01, -0.09, -0.12], [0.08, 0.24, -0.21], [-0.01, 0.25, -0.22], [-0.01, -0.01, 0.00], [-0.23, 0.03, -0.22], [-0.05, -0.18, -0.27], [0.00, 0.00, -0.01], [-0.01, -0.20, -0.27], [0.24, -0.08, -0.22], [-1.44, -2.05, -0.66], [0.03, 0.27, 1.55], [-0.34, -0.50, 0.04], [0.40, 0.67, -0.10], [0.57, 1.58, 1.34], [0.68, 0.52, -2.37], [-0.39, -0.27, -0.35], [0.04, -0.06, -0.52], [0.22, 0.29, 0.62], [0.10, -0.15, 0.41], [-0.48, 1.12, -2.34], [-0.11, -2.84, -0.87], [0.26, 0.72, 1.40], [-0.10, 0.03, -0.42], [0.02, -0.56, 0.24], [0.67, 1.41, 1.15], [-0.07, -0.09, 0.46], [0.11, -0.53, -0.35], [0.06, 0.58, -0.02], [0.01, 0.32, 0.60], [-0.09, -0.09, 1.66], [0.39, -0.17, -0.10], [-0.84, 0.82, -0.46], [-0.47, 0.37, -0.14], [0.53, 0.17, -0.33], [1.01, 0.21, -0.55], [-0.33, 0.12, -0.12], [-0.28, -0.46, 1.66], [-0.22, -0.30, -0.81], [0.09, -0.14, -0.27], [-0.04, -0.14, 0.41], [0.14, 0.08, 0.26], [0.05, -0.31, 0.00], [-0.05, -0.26, -0.15], [0.17, 0.25, 0.35], [-0.05, -0.11, -0.50], [-0.13, -0.29, 0.56]], "nbo_charge": [0.65, -0.76, -0.76, -0.76, -0.74, 0.32, 0.27, 0.27, 0.32, 0.27, 0.27, 0.32, 0.27, 0.27, -0.15, -0.32, -0.07, 0.25, -0.42, -0.18, 0.25, 0.24, 0.24, 0.25, -0.18, -0.15, -0.33, 0.23, -0.07, -0.39, 0.25, 0.25, 0.24, 0.24, 1.44, -0.42, -0.36, -0.06, -0.05, -0.36, -0.42, 0.24, -0.30, 0.24, 0.25, 0.21, 0.25, 0.25, 0.21, 0.24, 0.25], "homo_lumo_gap_ha": [0.1861, 0.1781], "max_force_ev_per_a": 2.97, "energy_ev": -106218.925, "total_charge": 2}

=====

Entry 3:
{"formula": "B3Cl3O3", "method": "ωB97M-V/def2-TZVPD", "species": ["Cl", "Cl", "Cl", "O", "O", "O", "B", "B", "B"], "xyz": [[1.2630, -0.2563, 2.9012], [-3.0247, 0.7243, -0.4844], [1.6993, -0.8252, -2.5070], [-0.8274, 0.2947, 1.1661], [1.3523, -0.2741, 0.1515], [-0.5097, 0.1548, -1.2542], [0.5479, -0.0107, 1.2549], [-1.3054, 0.3908, -0.1294], [0.8046, -0.1981, -1.0987]], "forces_ev_per_a": [[-0.58, 0.35, -1.32], [0.88, -0.08, 0.47], [-0.29, 0.52, 0.66], [1.49, -0.07, -1.10], [-0.57, 0.61, 0.87], [-0.17, 0.40, 0.89], [-0.02, -0.62, 1.03], [-0.69, -0.15, -0.74], [-0.06, -0.97, -0.76]], "nbo_charge": [-0.18, -0.17, -0.17, -0.88, -0.88, -0.88, 1.06, 1.05, 1.05], "homo_lumo_gap_ha": 0.4401, "smiles": "ClB1OB(Cl)OB(Cl)O1", "max_force_ev_per_a": 1.86, "energy_ev": -45750.229, "total_charge": 0, "de_lowest_kj_mol": 0.0}

=====

Entry 4:
{"formula": "C16H17N", "method": "ωB97M-V/def2-TZVPD", "species": ["C", "C", "C", "C", "C", "C", "C", "H", "H", "H", "H", "H", "H", "H", "H", "C", "C", "C", "C", "C", "C", "C", "C", "C", "N", "H", "H", "H", "H", "H", "H", "H", "H", "H"], "xyz": [[-2.5211, -1.7424, -1.9263], [1.0291, -0.8462, -3.0254], [1.7999, -1.7407, -2.3619], [-0.3682, -0.8649, -2.8270], [-1.0347, -1.8043, -2.0889], [1.1289, -2.6287, -1.4651], [-0.2441, -2.6529, -1.4031], [1.3903, -0.1597, -3.7243], [2.8328, -1.8548, -2.4620], [-0.8383, -0.0158, -3.2358], [1.7728, -3.2876, -0.8865], [-2.9600, -0.7862, -2.3008], [-2.7367, -1.8304, -0.8688], [-0.8151, -3.4668, -0.9163], [-2.9653, -2.6567, -2.3180], [0.8090, 2.8713, -0.8566], [0.1874, 1.2018, 1.1833], [0.2615, 2.5095, 0.4903], [-0.2991, 1.3620, 2.4992], [-0.2918, 3.2978, 1.4092], [0.7189, -0.0058, 0.7757], [0.5737, -1.1534, 1.6193], [-0.1231, -0.9955, 2.8300], [-0.6011, 0.2682, 3.2536], [-0.6147, 2.7408, 2.6029], [1.2156, -0.1416, -0.2102], [0.8413, -2.1817, 1.2239], [-0.2066, -1.9071, 3.4880], [1.6348, 2.1503, -0.9789], [1.2818, 3.8197, -0.7695], [-0.6611, 4.3331, 1.1813], [-0.8983, 3.1503, 3.4823], [-1.0497, 0.5205, 4.2359], [0.3128, 2.6758, -1.7998]], "forces_ev_per_a": [[-0.05, 0.00, 0.32], [-1.83, -0.61, 0.45], [-1.67, -1.53, 1.73], [1.50, 0.73, -0.46], [-0.53, 2.26, -0.86], [1.28, 0.41, -0.94], [-0.03, -2.93, 1.17], [0.80, 1.05, -0.82], [1.49, 0.17, -0.22], [-1.11, 0.62, -0.70], [-0.43, -0.16, -0.05], [0.26, -1.05, 0.05], [-0.14, 0.32, 0.40], [0.85, 0.42, 0.41], [-0.33, 0.26, -0.58], [1.32, -2.03, 0.67], [2.03, 0.36, -1.04], [-1.13, -1.87, 0.70], [-0.72, 1.42, -2.14], [-1.22, 4.26, -0.68], [0.08, -2.19, 0.01], [-0.54, 0.54, -1.03], [0.13, -0.66, 0.78], [0.58, -0.51, 1.68], [-0.01, -2.55, 1.02], [-0.53, 0.28, 0.77], [-0.10, 1.52, 0.80], [-0.25, 1.22, -0.70], [0.26, 0.31, 0.03], [0.09, 0.97, -0.44], [0.80, -0.86, 0.61], [0.00, 0.31, -0.64], [0.17, -0.96, -0.52], [-1.04, 0.46, 0.21]], "nbo_charge": [-0.63, -0.21, -0.23, -0.20, -0.01, -0.19, -0.22, 0.21, 0.21, 0.20, 0.21, 0.22, 0.22, 0.21, 0.22, -0.64, -0.08, -0.10, 0.13, 0.01, -0.20, -0.23, -0.23, -0.25, -0.56, 0.22, 0.22, 0.22, 0.22, 0.22, 0.20, 0.42, 0.21, 0.22], "homo_lumo_gap_ha": 0.3148, "smiles": "Cc1c[nH]c2ccccc12.Cc1ccccc1", "max_force_ev_per_a": 4.49, "energy_ev": -18356.743, "total_charge": 0, "de_lowest_kj_mol": 154.2}